Formula: C23H45N2O3P3Pt
Source: OMol25
Level of theory: ωB97M-V/def2-TZVPD

The geometry in XYZ format:
```
77
Properties=species:S:1:pos:R:3:lowdin_charge:R:1
C -1.292 -0.741 4.433 0.02
H 2.483 4.462 0.533 0.09
C 0.244 2.682 -3.709 -0.15
H 2.203 -2.035 -1.485 0.03
C -0.111 2.761 1.137 -0.16
H -5.480 0.769 0.548 0.09
H 1.419 -3.613 1.581 0.13
H 1.247 0.532 4.837 0.15
H 3.317 3.409 -0.653 0.10
H -0.530 1.900 1.674 0.06
H -1.871 0.326 -4.988 0.14
H -0.095 -0.999 -5.469 0.04
H -4.040 -0.814 2.475 0.07
C 2.333 3.726 -0.272 -0.14
H 0.588 -0.449 6.165 0.16
P 1.288 -1.088 -3.488 0.77
H -1.544 0.099 3.765 0.11
C 2.726 -0.287 -4.176 -0.21
P -3.540 -0.578 0.131 1.01
H -0.559 -2.326 -4.399 0.07
H 0.058 3.572 1.858 0.09
H 3.235 0.934 1.386 0.07
C 0.408 -1.820 3.156 -0.42
H 1.744 4.187 -1.076 0.06
O -1.113 -1.801 -1.231 0.09
C -1.646 2.342 -2.209 -0.11
H 0.838 -3.006 -2.068 0.05
C -3.688 -1.500 1.689 -0.20
H -4.409 -2.313 1.505 0.08
C -4.417 0.994 0.404 -0.20
O -0.451 -2.167 2.326 0.05
C 0.297 -1.790 -4.823 -0.20
N 0.080 -1.136 4.303 0.01
H -0.003 1.831 -5.674 0.15
C 2.086 -2.762 1.752 0.04
H 3.384 0.007 -3.355 0.06
C 1.043 -0.502 5.170 -0.11
C 1.732 -2.453 -2.381 -0.20
H 1.215 3.129 -3.934 0.15
C -0.412 1.890 -4.667 -0.08
H -2.164 2.557 -1.272 0.11
C 2.484 1.631 1.779 -0.17
H 1.988 -2.082 0.893 0.10
P 1.484 2.338 0.472 0.87
C -0.743 -0.789 -1.664 -0.29
C 1.336 1.047 -0.901 -0.48
H -4.258 1.629 -0.481 0.05
O 2.195 0.175 -0.762 -0.12
H 1.857 1.109 2.514 0.04
H 3.119 -3.112 1.813 0.13
H -1.475 -0.435 5.466 0.12
H 3.644 -2.248 3.767 0.16
C -0.418 2.972 -2.490 -0.18
H -2.885 0.625 -2.687 0.11
H -5.654 -1.473 -0.496 0.09
H 3.164 -0.598 3.313 0.14
H 0.926 -2.477 -5.399 0.08
H -3.970 1.490 1.277 0.06
H -4.278 -2.543 -1.015 0.08
H 3.223 -0.979 -4.859 0.08
C 2.321 -1.302 5.180 -0.11
H 2.155 -2.266 5.669 0.15
H -1.944 -1.583 4.177 0.11
H 0.009 3.683 -1.793 0.10
C -2.076 1.272 -3.026 -0.19
H -0.817 3.104 0.375 0.04
C -1.483 1.074 -4.296 -0.12
Pt 0.030 0.777 -2.573 1.08
N 1.741 -2.119 2.987 0.04
H 2.421 0.619 -4.706 0.05
H -2.693 -1.905 1.963 0.03
C 2.808 -1.539 3.772 -0.10
H 2.993 2.454 2.296 0.09
H 2.425 -3.130 -2.898 0.09
H 3.081 -0.764 5.752 0.15
C -4.660 -1.514 -0.957 -0.20
H -4.654 -1.071 -1.963 0.06
```

## Properties
- net charge = +4
- DFT total energy (Eh) = -2380.371118
- 2S+1 = 5

---

Formula: C23H45N4OPPd
Source: OMol25
Level of theory: ωB97M-V/def2-TZVPD

The geometry in XYZ format:
```
75
Properties=species:S:1:pos:R:3:lowdin_charge:R:1
C 0.681 1.737 -3.139 -0.07
C -2.908 -0.518 -0.220 -0.30
H 4.843 -0.059 1.736 0.11
H 2.832 -3.718 1.478 0.11
H 5.376 -1.460 2.698 0.12
C 3.405 -3.087 2.169 0.02
N 1.722 -0.536 0.528 0.12
H -0.274 -1.016 4.174 0.15
H -5.707 -1.117 1.635 0.14
H -4.806 -1.458 -0.683 0.15
H -4.231 0.005 3.372 0.15
H 1.429 3.279 2.648 0.11
N -2.142 0.070 0.760 0.02
H -2.123 0.049 -4.345 0.09
H 1.149 -1.118 3.111 0.10
H 0.288 4.081 -0.386 0.06
H -2.999 -0.961 -2.316 0.12
C -2.601 0.181 2.010 -0.24
H -0.444 -3.479 -3.845 0.12
C 1.511 5.481 0.344 -0.12
H 1.422 1.061 -3.580 0.08
H 2.105 -1.259 -2.316 0.08
H -1.741 1.832 3.044 0.14
H 1.052 2.055 -2.156 0.05
H -1.883 -2.798 -3.056 0.09
C -1.739 2.110 -2.527 -0.08
C 0.745 1.319 3.214 -0.20
C 4.934 -1.148 1.745 0.02
C -3.905 -0.177 2.352 0.05
O 1.173 4.114 0.045 -0.21
C 0.021 -1.913 -2.446 -0.66
C 0.136 -2.932 -1.297 -0.10
C -1.637 0.744 3.007 -0.06
H -1.071 -1.912 -4.369 0.07
H 0.196 1.949 -0.305 0.07
H -1.475 2.482 -1.527 0.05
H -1.811 0.362 4.021 0.16
C -0.706 1.083 -3.026 -0.66
H -0.419 -0.081 -4.879 0.08
C -4.217 -0.979 0.101 0.06
H 1.193 5.822 1.347 0.08
H -0.036 -3.063 2.605 0.10
H -2.743 1.667 -2.480 0.09
Pd -0.109 0.492 0.395 0.93
H -1.304 1.438 -5.062 0.12
H 0.819 -2.580 -0.513 0.04
C -2.350 -0.651 -1.495 -0.14
H 1.816 -2.661 -3.377 0.11
C 2.611 -1.103 1.060 -0.19
H 1.381 -1.038 -3.936 0.08
H 5.608 -1.460 0.937 0.12
C 0.055 -0.996 3.122 -0.21
C 1.414 -1.688 -3.053 -0.07
C -4.704 -0.793 1.379 0.03
H -1.769 2.958 -3.227 0.12
N 3.612 -1.758 1.580 -0.14
C -0.911 -2.545 -3.493 -0.06
H 0.529 -3.881 -1.702 0.11
H -0.846 -3.144 -0.850 0.09
H 0.670 1.294 4.311 0.16
H 2.843 -3.034 3.116 0.11
H -1.630 -2.293 2.682 0.10
C 0.509 2.681 2.624 -0.07
H 4.388 -3.532 2.351 0.12
H 0.236 2.555 1.559 0.01
H -0.554 -2.002 1.274 0.03
C -1.161 0.570 -4.401 -0.05
H 0.605 2.626 -3.782 0.12
P -0.647 -0.295 -1.740 1.07
H 1.742 0.955 2.936 0.12
H 2.604 5.564 0.341 0.09
H -0.314 3.216 3.118 0.10
C -0.589 -2.143 2.367 -0.05
H 1.088 6.176 -0.392 0.09
N -0.240 0.378 2.624 -0.18
```

## Properties
- net charge = +3
- DFT total energy (Eh) = -1665.623012
- 2S+1 = 6

---

Formula: C23H46BrClN3O7PS
Source: OMol25
Level of theory: ωB97M-V/def2-TZVPD

The geometry in XYZ format:
```
83
Properties=species:S:1:pos:R:3:lowdin_charge:R:1
C -0.685 1.898 0.782 -0.15
C 4.262 1.294 0.715 -0.18
H -1.978 -1.987 -0.626 0.11
C -3.289 -0.223 0.593 -0.37
H 0.131 -1.173 -1.361 0.10
H 5.198 -0.775 -0.396 0.11
H 0.217 1.852 -4.009 0.08
C -1.967 0.784 -0.942 -0.36
H 5.230 1.146 1.192 0.13
H 3.943 3.404 0.388 0.12
H 2.624 2.607 1.232 0.10
H -3.709 3.638 -4.054 0.08
H 3.606 0.503 1.088 0.10
C 3.641 -1.078 -1.870 -0.21
O -4.561 -2.037 -0.879 -0.30
Br 0.653 -0.712 2.833 0.61
H 0.952 -3.580 0.328 0.10
H 2.359 -3.976 -1.738 0.11
H -0.009 -3.678 -1.185 0.12
H -2.200 4.560 -3.937 0.08
C -5.937 -1.131 1.144 -0.12
H -0.121 2.464 0.036 0.13
C 4.788 -0.248 -1.259 -0.19
N -1.514 1.103 -2.115 0.18
H -1.885 -2.552 2.732 0.04
H -0.191 -5.387 5.007 0.06
H 3.926 -2.747 -0.583 0.12
O -2.111 -1.777 3.279 -0.32
H -5.844 -0.125 1.546 0.06
C -1.284 -1.788 0.198 -0.16
C -0.413 2.739 -4.098 -0.07
O -0.153 -4.333 2.085 -0.09
N -3.309 0.415 -0.736 -0.36
C -1.914 2.422 -4.172 -0.38
H 2.907 1.800 3.331 0.06
H -2.294 3.333 0.608 0.09
H -2.103 0.278 -3.913 0.14
S -4.387 -1.707 0.509 0.65
H 2.752 -1.595 -0.009 0.09
H 5.098 1.904 -1.145 0.11
H 0.027 1.606 1.550 0.06
C -2.293 1.189 -3.345 -0.12
H 0.037 -6.378 3.550 0.06
H -3.352 1.212 -3.117 0.09
C 0.116 -1.707 -0.404 -0.23
H -1.340 -2.636 0.878 0.09
C 0.314 -4.238 3.251 -0.76
H -2.389 2.296 2.079 0.09
C 0.402 -5.512 4.100 -0.04
H -6.655 -1.118 0.331 0.07
C 1.969 -2.985 -1.510 -0.20
C 3.442 2.737 3.496 -0.10
H 1.663 -2.534 -2.460 0.10
H -3.726 0.403 1.373 0.09
H -6.244 -1.800 1.941 0.08
H 1.438 -5.684 4.396 0.06
H -0.516 1.265 -2.150 0.15
H 2.841 -0.405 -2.190 0.09
C 3.089 -2.125 -0.900 -0.21
O 0.698 -3.169 3.784 -0.23
C 0.721 -3.094 -0.620 -0.18
C -1.728 2.821 1.392 -0.25
H 5.596 -0.160 -1.984 0.10
O -1.074 3.824 2.157 -0.04
C 3.716 2.651 1.146 -0.25
H -2.731 3.613 -2.560 0.06
P -1.489 -0.395 2.792 0.61
H 0.748 -1.157 0.276 0.02
H -0.151 3.896 1.891 0.08
C 4.374 1.163 -0.803 -0.21
H -0.098 3.305 -4.970 0.09
Cl -4.368 1.786 -0.750 0.81
H 4.022 -1.607 -2.746 0.11
O 4.240 3.090 2.380 -0.19
H -2.176 2.272 -5.217 0.14
C -1.794 -0.474 0.897 -0.48
O -3.889 -2.732 1.375 -0.27
N -1.175 0.671 0.138 0.00
H 4.093 2.588 4.353 0.09
H 3.402 1.439 -1.226 0.10
H -0.211 3.378 -3.235 0.08
C -2.699 3.637 -3.650 -0.07
H 2.721 3.530 3.710 0.09
```

## Properties
- net charge = 0
- DFT total energy (Eh) = -5368.533760

---

Formula: C23H46N3O6PS
Source: OMol25
Level of theory: ωB97M-V/def2-TZVPD

The geometry in XYZ format:
```
80
Properties=species:S:1:pos:R:3:lowdin_charge:R:1
H 4.232 -1.817 -0.717 0.11
P 3.757 -5.375 2.704 0.43
H -2.019 1.751 -6.804 0.09
C 0.263 1.572 4.007 -0.48
N -2.751 -0.045 -3.968 -0.10
C -0.983 3.894 2.639 -0.13
H -1.844 4.533 2.431 0.12
C -0.602 3.982 4.117 -0.17
C 2.941 -2.939 1.400 -0.48
H -3.237 0.217 -1.338 0.10
H 2.504 -5.575 3.283 0.01
H -3.032 2.219 -5.440 0.09
H -2.717 2.152 3.871 0.06
C 1.885 -2.943 3.343 -0.60
O 1.682 -3.299 2.041 0.07
O 3.205 -3.057 3.660 0.01
H -1.270 -1.690 -5.636 0.13
H 0.906 -0.966 -4.837 0.11
H -1.282 2.093 -5.259 0.06
C 3.858 -3.550 2.464 -0.35
O 1.045 -2.602 4.096 0.18
C 0.534 3.012 4.445 -0.13
H -2.324 2.326 -3.073 0.09
C 0.053 -0.311 -4.654 -0.17
H -4.403 0.144 -6.064 0.09
H 3.909 -1.111 1.322 0.11
H -1.382 0.177 4.388 0.09
O -3.353 -1.172 -3.793 -0.02
S 4.137 -6.576 1.222 0.16
H -1.276 1.984 -1.711 0.04
C -3.460 -0.354 -6.292 -0.04
C -1.313 2.471 2.191 -0.49
C 3.485 -2.518 -1.094 -0.25
H -1.451 1.621 5.406 0.07
H 2.355 1.194 3.543 0.08
H 0.737 3.012 5.518 0.13
H -1.570 -0.019 -0.787 0.06
H 3.968 -3.091 -1.887 0.12
H 1.445 3.364 3.951 0.12
H -1.472 3.784 4.748 0.10
H -0.604 -1.596 -3.071 0.13
H 2.123 -3.976 -0.297 0.14
H -0.285 5.000 4.350 0.11
H -0.278 0.366 5.731 0.08
H 1.373 -0.256 3.742 0.06
H 2.285 -1.041 1.002 0.11
H -3.202 -0.142 -7.329 0.09
H 4.656 -5.520 3.764 -0.01
H -2.844 0.971 2.567 0.09
H -1.653 1.395 0.346 0.05
H -0.154 4.276 2.034 0.13
H -3.456 2.611 2.357 0.09
H -0.592 2.071 -3.315 0.07
H 0.326 -0.214 -2.514 0.12
C -0.443 -0.524 -3.226 -0.14
H 1.644 -1.816 -1.129 0.07
C -2.652 2.020 2.795 -0.03
O 2.417 -1.808 -1.700 -0.06
H -0.716 -0.392 -6.678 0.12
H -3.607 -1.426 -6.192 0.08
H 1.848 0.694 5.153 0.09
C -1.464 1.738 -2.754 -0.01
H -2.341 3.022 0.398 0.10
O 0.788 1.609 1.743 -0.03
C -0.781 0.905 4.931 -0.02
H -2.443 -1.342 -1.564 0.08
C -2.343 0.156 -5.394 -0.50
C -2.286 -0.266 -1.570 -0.04
C -1.736 0.224 -2.902 -0.47
H 4.890 -3.211 2.405 0.15
C 3.066 -3.507 -0.021 -0.10
H 3.823 -4.287 0.004 0.04
N -0.193 1.558 2.579 -0.09
C -1.479 2.419 0.680 -0.06
C -1.053 -0.618 -5.664 -0.13
N 3.005 -1.500 1.544 0.15
H -0.607 2.808 0.159 0.08
C -2.152 1.644 -5.728 -0.03
C 1.538 0.753 4.110 -0.04
H 0.422 0.709 -4.786 0.10
```

## Properties
- net charge = 0
- DFT total energy (Eh) = -2259.097791
- 2S+1 = 3

---

Formula: C23H46N5O3S2SiTb
Source: OMol25
Level of theory: ωB97M-V/def2-TZVPD

The geometry in XYZ format:
```
81
Properties=species:S:1:pos:R:3:lowdin_charge:R:1
C 14.655 -11.153 11.875 -0.04
H 9.756 -6.635 14.693 0.16
C 9.732 -8.241 13.108 -0.26
H 7.886 -10.153 9.797 0.12
H 8.657 -8.378 13.215 0.12
H 13.427 -5.167 13.920 0.09
H 14.939 -8.084 13.620 0.13
C 11.781 -12.088 15.794 -0.13
C 8.753 -10.544 9.460 -0.02
H 10.705 -11.883 12.542 0.05
C 15.981 -7.628 7.554 -0.06
H 8.988 -13.649 10.862 0.10
H 12.447 -13.051 13.977 0.12
H 10.840 -10.682 17.119 0.14
H 11.584 -10.837 8.061 0.16
H 17.060 -9.459 12.137 0.11
H 7.961 -13.448 9.422 0.13
H 16.242 -8.014 11.627 0.09
S 11.723 -12.805 10.265 0.75
N 9.241 -11.812 9.805 -0.11
N 10.425 -9.461 12.811 -0.15
H 16.781 -7.112 7.986 0.07
C 10.318 -7.564 14.319 -0.14
C 14.889 -9.615 12.043 -0.53
N 10.829 -10.793 8.726 0.00
H 14.725 -3.800 13.780 0.10
H 11.382 -7.287 14.199 0.12
O 14.836 -6.994 9.444 -0.14
C 10.744 -10.314 13.843 -0.38
H 12.680 -7.718 7.855 0.00
H 10.807 -8.196 16.294 0.12
H 16.042 -8.765 7.718 0.11
H 16.102 -7.563 6.426 0.12
C 14.622 -9.196 13.482 -0.01
H 9.132 -8.754 15.858 0.16
C 14.435 -4.840 13.587 -0.02
C 10.553 -11.911 9.542 -0.89
H 11.753 -12.928 16.446 0.12
C 10.678 -11.048 16.089 -0.12
H 16.617 -5.064 12.000 0.12
H 10.732 -13.345 14.399 0.12
C 10.192 -8.579 15.487 -0.09
H 15.222 -9.852 14.175 0.12
H 16.383 -9.285 10.504 0.08
H 15.003 -4.954 7.854 0.11
C 13.305 -4.300 11.486 -0.07
H 13.549 -9.392 13.656 0.07
H 7.549 -12.450 10.842 0.11
C 16.235 -9.105 11.532 0.00
H 15.530 -11.674 12.270 0.10
C 8.389 -12.895 10.303 0.02
Si 13.813 -7.473 10.618 -0.15
Tb 11.761 -10.044 11.070 1.46
H 14.402 -11.483 10.856 0.07
H 9.805 -7.504 12.248 0.09
N 11.122 -11.552 13.407 0.03
H 9.643 -11.493 16.005 0.16
O 14.256 -6.504 11.882 -0.17
C 14.667 -7.133 7.998 -0.67
C 14.428 -5.072 12.084 -0.63
H 15.734 -3.577 11.214 0.09
C 14.426 -5.773 7.363 -0.01
H 15.813 -5.157 10.371 0.07
H 12.279 -4.679 11.764 0.09
H 14.667 -5.821 6.283 0.10
H 13.642 -8.187 6.385 0.12
H 15.120 -5.499 14.129 0.08
H 13.365 -5.547 7.515 0.09
H 13.882 -11.512 12.695 0.10
H 9.701 -8.974 8.224 0.15
H 13.310 -3.271 11.846 0.10
H 13.324 -4.239 10.386 0.09
C 9.694 -9.902 8.804 -0.08
S 11.766 -7.298 10.128 0.36
H 13.852 -9.167 7.930 0.09
O 13.794 -9.041 11.093 -0.41
C 11.524 -12.627 14.410 -0.13
C 15.745 -4.652 11.360 -0.01
C 13.647 -8.140 7.513 -0.09
N 10.714 -9.947 15.132 -0.02
H 12.797 -11.653 15.939 0.14
```

## Properties
- net charge = +2
- DFT total energy (Eh) = -3313.455205
- 2S+1 = 7

---

Formula: C23H46N8O7P2
Source: OMol25
Level of theory: ωB97M-V/def2-TZVPD

The geometry in XYZ format:
```
86
Properties=species:S:1:pos:R:3:lowdin_charge:R:1
H 6.990 -5.434 0.016 0.08
H -2.827 4.018 -0.102 0.16
H -9.192 0.788 2.222 0.14
H 2.856 0.604 1.204 0.05
P 2.666 3.662 1.264 0.75
H -7.469 -1.571 0.686 0.10
N -3.631 3.427 -0.285 0.18
C -7.113 2.578 0.130 0.04
H 0.450 5.017 2.096 0.07
N 3.091 3.300 2.971 -0.30
H -0.178 4.491 0.528 0.08
N 3.722 2.452 0.655 -0.33
H -7.759 3.450 0.229 0.13
H 6.014 -4.087 0.617 0.07
C -5.500 0.322 -0.118 -0.20
H 1.337 2.877 4.111 0.08
O -11.113 1.192 1.622 -0.06
N 1.051 3.072 1.535 -0.34
C 0.542 1.962 0.737 -0.12
H 0.761 2.070 -0.333 0.09
C -11.962 1.062 0.564 -0.35
H 3.889 4.302 4.671 0.08
H 5.530 2.289 -0.422 0.08
C -7.720 1.319 0.047 -0.15
P 4.358 -4.843 -1.415 0.75
O 2.352 4.324 -0.065 -0.28
H -0.847 3.828 2.040 0.08
N 6.008 -4.285 -1.486 -0.35
O -12.293 1.998 -0.116 0.10
H 4.124 5.141 3.143 0.08
O 4.705 -6.241 -0.936 -0.29
H 3.974 -1.185 -2.204 0.09
H 3.728 -2.580 0.488 0.07
H 3.256 -3.691 -4.274 0.08
H -5.056 -1.250 -1.027 0.12
H 2.309 -3.483 -0.076 0.08
C 0.071 4.152 1.542 -0.15
H -9.596 2.297 0.074 0.12
C 2.295 2.435 3.824 -0.14
C -5.756 2.715 0.093 -0.07
H -12.382 0.071 0.286 0.15
H -8.406 -1.071 -0.581 0.07
N -7.466 -1.099 -0.210 0.11
H 2.499 -1.796 -0.533 0.07
H 2.523 5.141 3.903 0.07
C 4.612 -2.056 -2.021 -0.14
C -9.240 1.261 0.069 -0.11
C 3.827 1.084 1.100 -0.14
H -0.536 1.862 0.850 0.04
C -3.506 2.047 -0.049 -0.34
C 6.888 -4.775 -2.538 -0.13
C -4.949 1.574 -0.024 0.00
C 3.046 -2.725 -0.360 -0.15
C -4.864 3.948 0.131 -0.37
H 5.682 3.088 1.164 0.08
H 6.680 -4.278 -3.487 0.05
H 0.948 1.010 1.085 0.06
O -4.698 -0.774 -0.263 0.08
H 5.376 -1.769 -1.291 0.08
C 3.902 -4.579 -4.198 -0.14
C 6.678 -4.405 -0.194 -0.15
H 1.628 -5.133 -2.789 0.08
H 3.651 -5.239 -5.033 0.08
H 2.340 -6.574 -2.038 0.07
H 4.948 3.929 -0.214 0.07
C 5.035 2.961 0.283 -0.14
C -9.815 0.597 1.344 -0.14
O -5.143 5.081 0.413 0.13
H 2.215 -6.490 -3.784 0.08
C 3.416 4.532 3.715 -0.15
H 7.558 -3.758 -0.162 0.08
H 4.931 -4.275 -4.373 0.05
H 4.361 0.490 0.353 0.07
H -9.989 -0.482 1.223 0.12
H -9.573 0.753 -0.848 0.13
C 2.415 -5.896 -2.890 -0.14
N 3.738 -5.290 -2.952 -0.33
C -6.893 0.203 -0.082 -0.19
H 6.819 -5.859 -2.683 0.09
H 5.101 -2.278 -2.966 0.07
H 2.862 2.232 4.738 0.09
H 7.928 -4.529 -2.314 0.08
O -2.463 1.474 0.124 0.12
H 2.106 1.469 3.362 0.07
N 3.775 -3.153 -1.569 -0.30
H 4.372 0.983 2.051 0.08
```

## Properties
- net charge = 0
- DFT total energy (Eh) = -2551.283446
- SMILES = Nc1c(CCOC=O)cc2c(c1O)C(=O)NC2=O.CN(C)P(=O)(N(C)C)N(C)C.CN(C)P(=O)(N(C)C)N(C)C